Record 1
A cluster of 2 separate species, C3H8O3 in total in a non-equilibrium geometry, computed with wB97M-V/def2-TZVPD.

The calculation puts the largest force on an atom at 4.05 eV/Å. The energy above the lowest of the compared OMol25 structures with the same formula, charge and spin comes out at 240.2 kJ/mol. As for the charge: 0. The calculation puts the HOMO energy at -9.91 eV. Its orbital gap is 10.4017 eV. Its SMILES is O=CO.CCO.

Element x y z (Å)
O 1.05 -0.79 2.55
C 0.60 -0.50 3.62
O -0.55 -0.99 4.19
H 0.98 0.39 4.14
H -1.20 -1.34 3.38
C 0.23 1.03 -1.43
C -0.35 -0.33 -2.05
O -0.52 -0.37 -3.44
H -0.69 1.68 -1.27
H 0.78 0.83 -0.46
H 0.79 1.86 -2.09
H -1.21 -0.43 -1.42
H 0.15 -1.33 -1.76
H -0.05 0.30 -3.98



Record 2
An isolated molecule of C5H8O2S in a non-equilibrium geometry, computed with wB97M-V/def2-TZVPD.

The calculation puts the largest force on an atom at 4.16 eV/Å. The energy above the lowest of the compared OMol25 structures with the same formula, charge and spin comes out at 246.6 kJ/mol. As for the charge: 0. The calculation puts the HOMO energy at -9.70 eV. Its orbital gap is 10.1791 eV. Its SMILES is CC(=O)CCC(=O)S.

Element x y z (Å)
C 0.93 -1.52 0.77
C 1.65 -0.50 -0.22
O 2.83 -0.12 0.01
C 0.76 0.34 -1.17
C -0.73 0.10 -0.78
C -1.14 1.06 0.37
O -0.20 1.52 1.04
S -2.87 1.40 0.54
H 0.60 -2.65 0.43
H -0.05 -0.88 1.13
H 1.54 -1.71 1.80
H 1.09 1.47 -1.03
H 0.84 0.16 -2.35
H -1.60 0.19 -1.65
H -0.86 -1.05 -0.59
H -2.80 2.20 1.71



Record 3
A structure of composition C19H23CeF5NP in a non-equilibrium geometry, computed with wB97M-V/def2-TZVPD.

The calculation puts the largest force on an atom at 5.86 eV/Å. As for the charge: +2. The calculation puts the HOMO energy (spin up / spin down) at -15.02 / -15.02 eV. Its orbital gap (spin up / spin down) is 5.8385 / 5.8359 eV.

Element x y z (Å)
C -0.47 -3.58 1.21
C 0.68 -2.80 1.25
C 0.67 -1.51 0.72
C -0.50 -0.97 0.17
C -1.64 -1.77 0.09
C -1.64 -3.06 0.64
C 1.94 -0.70 0.71
C 1.99 0.25 -0.54
N 2.71 -0.12 -1.67
Ce 0.00 1.40 -0.24
C -2.86 -1.23 -0.61
P -2.32 0.18 -1.70
H 1.61 -3.19 1.68
H -2.56 -3.65 0.60
H -0.47 -4.59 1.61
H -3.60 -0.83 0.09
H -3.37 -1.99 -1.24
H 2.03 -0.08 1.62
H 2.84 -1.33 0.68
H 1.00 0.05 -1.18
C -3.93 0.71 -2.36
C -1.71 -0.82 -3.12
H 2.27 1.32 -0.26
C 2.31 -1.35 -2.33
C 3.34 0.88 -2.50
H -1.53 3.39 -0.65
H 3.10 -1.58 -3.06
H 2.22 -2.16 -1.59
H 1.34 -1.31 -2.86
H 4.01 0.32 -3.17
H 2.66 1.51 -3.11
H 3.93 1.56 -1.87
H -2.52 -1.45 -3.50
H -1.37 -0.14 -3.91
H -0.87 -1.46 -2.82
H -4.51 -0.13 -2.77
H -4.51 1.19 -1.55
H -3.76 1.45 -3.15
H -0.76 3.54 -1.21
F 1.21 3.30 1.27
C 0.77 2.67 2.45
C -0.04 1.55 2.31
C -0.50 0.98 3.50
F -1.30 -0.11 3.47
C -0.15 1.51 4.74
F -0.63 0.96 5.88
C 0.70 2.61 4.84
F 1.05 3.11 6.04
C 1.18 3.21 3.67
F 2.01 4.26 3.73



Record 4
A structure of composition C15H13Br9F2 in a non-equilibrium geometry, computed with wB97M-V/def2-TZVPD.

The calculation puts the largest force on an atom at 7.31 eV/Å. The energy above the lowest of the compared OMol25 structures with the same formula, charge and spin comes out at 189.8 kJ/mol. As for the charge: 0. The calculation puts the HOMO energy at -9.31 eV. Its orbital gap is 8.1498 eV.

Element x y z (Å)
F -0.78 -0.40 -6.36
C -1.42 -0.56 -5.13
C -2.70 -0.02 -4.94
C -3.31 -0.07 -3.68
C -2.69 -0.82 -2.66
C -1.74 -1.79 -2.96
C -1.09 -1.61 -4.22
H -3.17 0.66 -5.65
H -4.20 0.51 -3.47
H -2.98 -0.63 -1.64
H -1.28 -2.53 -2.32
H -0.26 -2.25 -4.47
F 2.17 1.97 1.60
C 2.65 0.63 1.48
C 3.64 0.47 0.51
C 4.08 -0.79 0.16
C 3.69 -1.90 0.93
C 2.73 -1.71 1.93
C 2.21 -0.54 2.12
H 3.99 1.38 0.04
H 4.60 -0.77 -0.79
H 4.00 -2.91 0.72
H 2.37 -2.63 2.36
H 1.28 -0.38 2.64
C -0.59 1.59 7.00
Br -1.86 2.54 8.17
Br -0.05 -0.08 7.89
Br 0.99 2.61 6.53
H -1.14 1.28 6.11
C -2.42 0.31 1.53
Br -1.71 -1.38 0.59
Br -1.33 0.76 3.17
Br -4.34 0.34 2.22
H -2.21 1.11 0.82
C 0.42 1.49 -2.11
Br 0.06 2.58 -0.40
Br 1.23 -0.24 -1.75
Br 1.69 2.49 -3.39
H -0.54 1.28 -2.58



Record 5
A cluster of 2 separate species, C5H13IN in total in a non-equilibrium geometry, computed with wB97M-V/def2-TZVPD.

The calculation puts the largest force on an atom at 4.89 eV/Å. Its multiplicity is 3. The energy above the lowest of the compared OMol25 structures with the same formula, charge and spin comes out at 0.0 kJ/mol. As for the charge: +1. The calculation puts the HOMO energy (spin up / spin down) at -12.01 / -13.34 eV. Its orbital gap (spin up / spin down) is 8.9042 / 6.6451 eV.

Element x y z (Å)
C -0.63 1.76 -0.90
C -0.14 0.94 1.48
C -0.79 -1.78 0.11
C 1.40 -0.78 -0.39
C -0.56 0.69 0.09
N -0.07 -0.62 -0.45
I -3.74 -0.08 -0.30
H -1.32 1.67 -1.78
H -0.85 2.79 -0.40
H 0.34 1.75 -1.32
H 0.86 1.28 1.33
H -0.63 1.93 1.94
H -0.11 -0.04 1.95
H -1.73 -1.91 -0.65
H -0.14 -2.75 -0.04
H -1.17 -1.70 1.10
H 1.69 -1.07 0.54
H 1.79 -1.50 -1.12
H 1.85 0.25 -0.73
H -0.32 -0.65 -1.48



Record 6
A structure of composition C7H12BrN3RbSbSe4, computed with wB97M-V/def2-TZVPD.

The calculation puts the largest force on an atom at 0.48 eV/Å. The energy above the lowest of the compared OMol25 structures with the same formula, charge and spin comes out at 65.8 kJ/mol. As for the charge: -2. The calculation puts the HOMO energy at -0.26 eV. Its orbital gap is 3.2971 eV.

Element x y z (Å)
Rb -0.70 1.25 -1.49
N 2.38 1.16 -0.36
C 2.45 0.92 1.09
C 1.31 1.64 1.79
N 0.01 1.07 1.47
H 3.29 1.15 -0.80
H 2.00 2.09 -0.50
H 3.40 1.27 1.52
H 2.38 -0.16 1.28
H 1.29 2.68 1.46
H 1.52 1.65 2.87
H -0.70 1.80 1.36
H -0.30 0.40 2.15
Se -3.77 4.98 -2.49
Sb -3.02 3.99 -0.39
Se -3.65 1.54 -0.41
Se -0.49 4.18 -0.34
Se -3.85 4.98 1.68
Br -0.49 -6.30 -0.65
C -0.39 -4.42 -0.81
C 0.80 -3.83 -1.20
C 0.82 -2.44 -1.30
N -0.23 -1.68 -1.04
C -1.37 -2.26 -0.67
C -1.50 -3.64 -0.54
H 1.69 -4.42 -1.41
H 1.73 -1.92 -1.58
H -2.20 -1.60 -0.45
H -2.43 -4.08 -0.23



Record 7
An isolated molecule of C5H13NS in a non-equilibrium geometry, computed with wB97M-V/def2-TZVPD.

The calculation puts the largest force on an atom at 3.35 eV/Å. The energy above the lowest of the compared OMol25 structures with the same formula, charge and spin comes out at 100.0 kJ/mol. As for the charge: 0. The calculation puts the HOMO energy at -8.37 eV. Its orbital gap is 9.3363 eV. Its SMILES is CSCC[C@H](C)N.

Element x y z (Å)
C -2.90 1.24 1.86
S -1.27 0.68 1.38
C -0.43 1.24 -0.16
C 0.95 0.50 -0.29
C 0.90 -0.97 -0.25
C 2.31 -1.49 -0.43
N 0.12 -1.47 -1.44
H -3.38 2.10 1.37
H -2.79 1.52 2.94
H -3.69 0.51 1.75
H -1.14 0.95 -0.99
H -0.36 2.30 -0.29
H 1.56 0.97 0.51
H 1.35 0.86 -1.25
H 0.38 -1.34 0.62
H 2.88 -1.07 -1.28
H 2.31 -2.57 -0.66
H 2.88 -1.45 0.49
H 0.77 -1.81 -2.14
H -0.45 -0.70 -1.77



Record 8
A structure of composition C8H22O3Si2Ti in a non-equilibrium geometry, computed with wB97M-V/def2-TZVPD.

The calculation puts the largest force on an atom at 2.43 eV/Å. Its multiplicity is 2. As for the charge: +1. The calculation puts the HOMO energy (spin up / spin down) at -11.42 / -10.93 eV. Its orbital gap (spin up / spin down) is 6.2537 / 6.7150 eV.

Element x y z (Å)
C 4.62 -1.24 1.59
C 3.51 -0.53 0.80
O 3.84 -0.44 -0.60
Si 2.62 -1.01 -1.67
O 1.74 0.20 -2.45
Si 1.64 1.69 -1.58
C 0.59 1.54 0.01
C -0.84 2.19 -0.21
C -1.88 1.47 0.71
C -2.38 0.17 -0.05
C -3.87 -0.12 0.36
O -4.12 -1.52 0.47
C -5.47 -1.80 0.08
H 4.54 -2.38 1.52
H 4.45 -1.03 2.67
H 5.64 -0.85 1.37
H 3.44 0.51 1.19
H 2.51 -0.99 0.91
H 1.78 -1.99 -0.96
H 3.33 -1.77 -2.72
H 1.08 2.77 -2.42
H 3.00 2.08 -1.14
H 1.09 2.10 0.83
H 0.52 0.49 0.36
H -1.08 2.09 -1.29
H -0.82 3.26 0.04
H -2.76 2.09 0.93
H -1.44 1.16 1.67
H -1.74 -0.70 0.19
H -2.38 0.41 -1.12
H -4.07 0.39 1.33
H -4.50 0.29 -0.45
H -5.48 -2.00 -1.01
H -6.12 -0.94 0.32
H -5.85 -2.69 0.60
Ti 4.83 -2.90 -0.28



Record 9
A structure of composition C40H27CuF15GeN4OS5Si2, computed with wB97M-V/def2-TZVPD.

The calculation puts the largest force on an atom at 0.92 eV/Å. Its multiplicity is 2. The energy above the lowest of the compared OMol25 structures with the same formula, charge and spin comes out at 170.3 kJ/mol. As for the charge: -2. The calculation puts the HOMO energy (spin up / spin down) at -2.85 / -3.04 eV. Its orbital gap (spin up / spin down) is 6.3314 / 6.4596 eV.

Element x y z (Å)
Cu 1.42 -0.44 0.04
C -1.92 0.32 3.75
Si -0.49 0.61 2.56
C 0.97 1.20 3.60
C -0.99 2.01 1.43
C 0.03 -0.92 1.63
C 1.19 -1.57 2.28
C 1.25 -2.31 3.47
C 2.46 -2.85 3.87
C 3.60 -2.65 3.10
C 3.49 -1.91 1.94
N 2.32 -1.38 1.57
Si -1.26 -2.16 1.14
C -2.53 -1.41 0.00
C -0.37 -3.58 0.28
C -2.24 -2.94 2.56
H -2.04 1.18 4.42
H -1.76 -0.57 4.37
H -2.85 0.19 3.20
H 0.76 2.18 4.03
H 1.87 1.29 2.98
H 1.20 0.51 4.42
H -1.51 2.79 1.98
H -1.66 1.65 0.64
H -0.12 2.44 0.92
H 0.35 -2.44 4.05
H 2.52 -3.42 4.79
H 4.56 -3.07 3.39
H 4.34 -1.71 1.30
H -2.06 -0.93 -0.86
H -3.14 -0.66 0.51
H -3.21 -2.19 -0.38
H 0.28 -3.19 -0.51
H -1.08 -4.28 -0.17
H 0.25 -4.14 0.98
H -2.92 -2.21 3.01
H -1.60 -3.34 3.35
H -2.85 -3.76 2.16
O 4.16 0.53 -0.44
C 3.28 -0.16 -0.78
S 9.54 -0.63 -2.27
C 8.01 -1.14 -1.86
S 6.66 -0.87 -2.91
C 5.58 -1.67 -1.79
N 6.19 -2.08 -0.73
N 7.54 -1.80 -0.76
C 8.28 -2.28 0.37
C 9.65 -2.11 0.51
C 10.31 -2.61 1.62
C 9.62 -3.29 2.61
C 8.25 -3.45 2.48
C 7.58 -2.96 1.38
S 3.89 -1.81 -2.06
H 10.20 -1.58 -0.25
H 11.38 -2.47 1.70
H 10.14 -3.69 3.47
H 7.69 -3.97 3.25
H 6.51 -3.09 1.28
F -3.34 -0.58 -3.45
C -3.51 0.49 -4.26
C -3.66 1.75 -3.70
C -3.79 2.78 -4.62
F -3.92 4.06 -4.23
C -3.81 2.57 -5.99
F -3.96 3.59 -6.84
C -3.70 1.29 -6.48
F -3.74 1.07 -7.81
C -3.55 0.23 -5.61
F -3.44 -1.02 -6.09
Ge -3.33 1.78 -1.64
S 0.14 0.40 -1.59
C -3.76 3.81 -1.37
C -2.63 4.60 -1.28
F -1.42 4.08 -1.54
C -2.66 5.94 -0.94
F -1.53 6.67 -0.84
C -3.87 6.54 -0.69
F -3.93 7.84 -0.35
C -5.03 5.80 -0.79
F -6.22 6.40 -0.57
C -4.95 4.46 -1.12
F -6.14 3.81 -1.20
C -5.22 1.09 -1.04
C -5.44 1.22 0.33
F -4.65 2.04 1.05
C -6.43 0.56 1.03
F -6.60 0.74 2.35
C -7.25 -0.32 0.35
F -8.23 -0.98 1.00
C -7.07 -0.51 -1.00
F -7.86 -1.37 -1.66
C -6.08 0.20 -1.66
F -6.01 -0.01 -2.99
S 2.67 1.62 -4.99
C 1.87 1.20 -3.66
N 1.33 0.92 -2.67



Record 10
A structure of composition C8H21GdNOP2S in a non-equilibrium geometry, computed with wB97M-V/def2-TZVPD.

The calculation puts the largest force on an atom at 4.96 eV/Å. Its multiplicity is 8. As for the charge: +1. The calculation puts the HOMO energy (spin up / spin down) at -8.93 / -12.46 eV. Its orbital gap (spin up / spin down) is 4.9713 / 8.8806 eV.

Element x y z (Å)
Gd 0.10 0.04 -0.85
H -0.75 -1.01 1.76
H -1.09 0.71 1.79
P -0.14 -2.69 -0.22
P -0.09 2.74 -0.29
C 1.44 3.69 0.03
H 1.34 4.75 -0.25
H 1.69 3.60 1.10
H 2.27 3.24 -0.54
C -0.39 3.09 -2.09
H -1.35 2.65 -2.41
H -0.41 4.17 -2.27
H 0.42 2.62 -2.69
C -1.45 3.70 0.50
H -1.33 3.66 1.59
H -1.46 4.75 0.17
H -2.41 3.23 0.25
C -0.23 -3.01 -2.05
H -0.27 -4.10 -2.21
H -1.13 -2.53 -2.47
H 0.67 -2.57 -2.54
C 1.34 -3.68 0.21
H 1.50 -3.63 1.30
H 1.22 -4.73 -0.11
H 2.22 -3.24 -0.28
C -1.58 -3.66 0.37
H -2.51 -3.18 0.01
H -1.55 -4.70 0.00
H -1.62 -3.66 1.47
C 1.90 0.02 0.69
O 2.83 0.00 1.37
H 1.45 0.05 -2.07
S 0.46 -0.11 4.86
C -0.24 -0.08 3.49
N -0.85 -0.14 2.36



Record 11
A cluster of 3 separate species, C26H59BrN2O11P3S in total in a non-equilibrium geometry, computed with wB97M-V/def2-TZVPD.

The calculation puts the largest force on an atom at 9.28 eV/Å. As for the charge: -1. The calculation puts the HOMO energy at -4.16 eV. Its orbital gap is 3.2822 eV.

Element x y z (Å)
C -4.96 2.53 4.86
O -4.69 2.39 3.42
C -5.54 1.35 2.81
C -4.69 0.61 1.58
C -3.39 -0.15 2.27
C -1.93 0.49 1.82
C -0.82 -0.20 2.86
C -0.78 0.68 4.25
P 0.10 -0.28 5.70
C 0.12 1.15 6.96
C 1.40 2.17 6.84
C 0.80 3.73 6.86
Br -0.15 3.92 8.65
O -1.58 -0.74 6.09
C -1.64 -1.58 7.30
C -3.07 -2.21 7.78
N -3.20 -3.71 7.64
C -0.28 -2.49 7.28
N -0.27 -3.85 6.63
C -0.88 -3.80 5.37
S -2.19 -3.77 4.23
O 0.76 -1.53 6.78
H -5.88 1.94 5.26
H -5.11 3.66 5.15
H -4.01 2.16 5.49
H -5.77 0.51 3.61
H -6.55 1.81 2.38
H -5.34 -0.23 1.06
H -4.28 1.42 0.82
H -3.37 -1.32 2.07
H -3.54 -0.05 3.45
H -1.69 0.02 0.76
H -1.89 1.66 1.84
H -1.19 -1.31 3.00
H 0.26 -0.24 2.36
H -0.23 1.69 4.06
H -1.90 0.96 4.57
H 1.44 0.05 5.22
H 0.20 -1.33 4.67
H 0.06 0.80 8.10
H -0.86 1.80 6.75
H 2.10 2.09 7.81
H 2.07 2.03 5.89
H 1.65 4.52 6.72
H 0.04 3.86 5.97
H -1.40 -0.82 8.20
H -3.19 -1.97 8.95
H -3.92 -1.59 7.24
H -2.43 -4.23 8.11
H -4.06 -3.96 8.21
H 0.15 -2.72 8.37
O 1.35 -0.84 -1.36
P 2.45 -1.88 -1.70
O 3.29 -1.64 -0.29
C 2.81 -2.35 0.84
C 2.97 -3.86 0.68
O 3.23 -0.77 -2.68
C 2.56 0.39 -3.18
C 2.69 1.55 -2.21
O 3.68 -3.03 -2.08
C 4.78 -2.72 -2.94
C 5.80 -1.76 -2.33
H 1.76 -2.09 1.02
H 3.39 -2.02 1.71
H 2.35 -4.23 -0.14
H 2.66 -4.38 1.59
H 4.01 -4.12 0.46
H 1.52 0.17 -3.42
H 3.04 0.66 -4.12
H 2.45 1.27 -1.17
H 2.04 2.38 -2.50
H 3.73 1.92 -2.19
H 4.40 -2.35 -3.90
H 5.28 -3.66 -3.16
H 5.36 -0.87 -1.87
H 6.51 -1.43 -3.10
H 6.35 -2.27 -1.53
O 1.60 0.27 -7.20
P 0.37 0.24 -8.14
O 1.15 0.96 -9.41
C 1.94 0.10 -10.22
C 1.10 -0.92 -10.97
O -0.28 1.59 -7.40
C 0.15 2.01 -6.11
C 1.34 2.96 -6.21
O -1.01 0.20 -9.19
C -2.05 1.17 -9.11
C -1.65 2.56 -9.60
H 2.69 -0.41 -9.60
H 2.48 0.73 -10.94
H 0.59 -1.60 -10.28
H 1.72 -1.52 -11.64
H 0.32 -0.42 -11.56
H 0.37 1.15 -5.46
H -0.68 2.54 -5.64
H 2.13 2.58 -6.88
H 1.78 3.14 -5.23
H 1.02 3.92 -6.63
H -2.45 1.20 -8.09
H -2.87 0.80 -9.74
H -0.71 2.93 -9.19
H -2.44 3.28 -9.36
H -1.52 2.54 -10.69



Q: charge of number 2 (C5H8O2S)?
A: 0



Q: Among the records above, which one has the highest charge?
A: C19H23CeF5NP



Q: What is the largest force on an atom in the third record?
A: 5.86 eV/Å